16
Properties=species:S:1:pos:R:3:lowdin_charge:R:1 method="wB97M-V/def2-TZVPD" largest_force_ev_per_a=0.3 multiplicity=1 de_lowest_ev=3.8671 molar_mass_g_mol=95.14 gap_ev=7.7
N 0.348 1.142 -0.183 -0.180
C -1.100 -0.907 -0.320 -0.117
C -0.344 2.261 -0.201 -0.009
C -0.163 -1.474 0.773 -0.122
C 0.072 -0.116 -0.915 -0.196
C 1.067 -0.806 0.053 -0.212
C 1.362 0.587 0.510 -0.067
H -0.114 3.024 0.531 0.057
H -0.152 -2.565 0.843 0.097
H 1.866 -1.469 -0.288 0.125
H -0.330 -1.057 1.770 0.104
H 0.203 -0.022 -1.995 0.152
H -1.424 -1.683 -1.021 0.109
H 1.785 1.015 1.413 0.102
H -1.969 -0.317 -0.013 0.104
H -1.107 2.387 -0.954 0.054